The following is a DFT calculation (ωB97M-V with the def2-TZVPD basis set) of C32H39AgNO10P2Si as an isolated structure at a distorted geometry.

The value obtained for the frontier orbital gap (alpha / beta) is 6.53 / 6.53 eV. Its LUMO energy (alpha / beta) is 1.02 / 1.02 eV. As for the charge: -1.

Geometry as XYZ:
```
86
Properties=species:S:1:pos:R:3:forces:R:3:mulliken_charge:R:1
Ag -0.476 -0.496 -0.783 0.6 0.0 -0.1 0.515
C 3.157 -2.496 -4.587 1.1 -0.9 0.9 -1.775
C 1.928 -2.096 -3.805 -0.2 0.3 1.5 0.969
O 0.840 -2.814 -4.361 -1.4 -0.7 0.4 -0.680
P 1.582 -0.274 -3.916 -0.2 -0.8 1.0 0.618
O 1.529 -0.030 -5.500 -0.1 0.4 -0.1 -0.571
O 3.031 0.338 -3.569 -0.9 0.6 0.3 -0.697
O 0.359 0.227 -3.175 1.7 -0.4 -1.1 -0.682
P 2.136 -2.506 -1.896 0.0 -0.4 -0.5 1.189
O 2.988 -1.227 -1.388 -1.0 0.4 0.7 -0.896
O 2.954 -3.736 -1.740 -0.2 0.1 -0.3 -0.889
O 0.718 -2.498 -1.335 0.1 0.3 -0.4 -0.750
H 2.970 -2.597 -5.642 -0.3 0.0 -0.4 0.397
H 3.583 -3.450 -4.177 -0.7 0.6 -0.4 0.370
H 3.971 -1.799 -4.451 0.1 0.4 0.0 0.375
H 0.214 -3.160 -3.673 1.1 0.7 -0.4 0.383
H 0.703 0.375 -5.789 0.1 0.0 0.2 0.361
H 3.242 0.179 -2.612 -0.3 -0.4 -0.6 0.486
H 2.472 -0.788 -0.565 -0.1 0.0 -0.5 0.083
C -2.979 -3.769 -0.581 -0.6 0.8 1.1 -0.656
O -3.931 -2.665 -0.702 0.3 0.1 -0.6 -0.477
C -3.873 -1.831 -1.789 1.0 0.6 -0.3 0.546
C -2.929 -1.927 -2.825 -0.4 0.0 0.3 -0.188
C -2.978 -1.070 -3.921 -0.7 0.4 0.3 -0.482
C -3.983 -0.092 -4.026 -0.5 -0.5 0.1 -0.580
C -4.912 0.079 -2.964 2.0 -0.3 0.3 -0.522
C -4.699 -0.666 -1.804 0.5 -1.4 0.3 -0.009
N -5.336 -0.348 -0.571 -1.8 -0.5 1.0 0.066
C -5.407 0.828 0.060 2.5 2.1 -1.1 -0.822
C -4.405 1.905 0.010 -0.8 -2.5 0.1 1.123
C -4.842 3.173 0.445 0.9 1.0 0.6 -0.716
C -3.975 4.256 0.521 -3.7 1.1 0.8 -0.540
C -2.641 4.117 0.259 2.2 0.0 -0.5 -0.228
C -2.198 2.929 -0.230 1.6 -0.7 0.4 -0.528
C -2.955 1.695 -0.292 -1.3 0.6 -0.9 0.130
O -2.497 0.586 -0.642 -0.2 0.2 0.4 -0.128
H -3.393 -4.399 0.208 -0.1 0.1 -0.1 0.264
H -2.012 -3.411 -0.228 0.1 0.2 -0.4 0.156
H -2.898 -4.372 -1.460 0.1 0.0 -0.8 0.397
H -2.075 -2.589 -2.769 -0.2 -0.3 0.2 0.240
H -2.195 -1.220 -4.660 -0.2 0.4 -0.1 0.361
H -4.072 0.496 -4.944 0.0 -0.1 0.4 0.390
H -5.633 0.874 -2.885 -0.1 0.3 -0.4 0.429
H -5.939 -1.090 -0.166 0.6 0.7 -0.6 0.305
H -6.325 1.084 0.597 0.2 -0.5 0.2 0.308
H -5.832 3.225 0.883 -0.2 0.4 -0.4 0.261
H -4.397 5.271 0.740 0.4 -1.1 0.2 0.278
H -1.889 4.933 0.482 -1.1 -0.9 -0.6 0.351
H -1.137 2.855 -0.458 0.0 -0.3 0.0 0.325
C 4.789 0.481 1.529 0.2 0.1 2.3 -1.547
C 3.732 -0.331 2.320 -0.9 -0.6 0.1 2.184
C 3.758 -1.825 1.885 1.0 0.3 -0.1 -1.508
C 4.015 -0.277 3.845 -0.2 0.9 -0.9 -1.778
Si 1.960 0.302 1.937 0.4 -0.4 -1.6 -2.185
O 1.521 -0.164 0.450 0.4 0.0 0.1 1.804
C 1.906 2.204 1.859 0.4 -1.1 0.3 0.949
C 1.703 3.036 2.957 0.1 0.1 -0.6 -0.472
C 1.517 4.382 2.757 0.1 1.4 0.5 -0.433
C 1.641 4.981 1.480 -0.7 -0.1 0.3 -0.707
C 1.777 4.132 0.390 0.4 -0.4 -0.4 -0.525
C 1.982 2.735 0.578 -0.6 1.6 -0.2 -0.129
C 0.764 -0.525 3.124 0.4 1.1 0.3 0.742
C -0.005 -1.526 2.567 -0.4 -0.4 0.0 -0.025
C -0.881 -2.222 3.381 -0.6 -0.8 0.3 -0.671
C -1.040 -1.971 4.741 1.2 0.9 -0.7 -0.836
C -0.325 -0.867 5.252 -0.4 -0.5 0.9 -0.414
C 0.573 -0.177 4.481 0.3 -0.2 -1.3 -0.426
H 5.802 0.068 1.817 -0.8 0.5 -0.5 0.530
H 4.716 1.546 1.863 0.3 -0.7 -0.4 0.278
H 4.632 0.431 0.476 0.0 -0.1 -0.8 0.187
H 4.821 -2.178 2.009 -0.8 0.1 -0.4 0.448
H 3.427 -1.936 0.836 0.4 -0.2 0.6 0.178
H 3.157 -2.466 2.537 -0.2 0.2 -0.1 0.270
H 5.098 -0.390 3.923 0.0 -0.2 0.7 0.567
H 3.442 -1.005 4.421 0.3 -0.3 -0.2 0.334
H 3.711 0.701 4.251 0.4 0.0 0.0 0.233
H 1.728 2.652 3.969 -0.3 -0.1 0.0 0.148
H 1.235 4.948 3.658 0.4 0.2 -0.6 0.324
H 1.568 6.080 1.295 -0.2 -1.1 0.5 0.320
H 1.682 4.578 -0.618 0.4 -0.5 0.5 0.340
H 2.147 2.085 -0.280 -0.2 0.1 0.2 0.348
H 0.068 -1.849 1.518 0.3 0.5 0.5 0.316
H -1.437 -3.029 2.916 0.0 -0.2 0.2 0.391
H -1.537 -2.698 5.358 -0.5 0.2 0.3 0.375
H -0.401 -0.521 6.278 -0.2 -0.4 0.1 0.366
H 1.189 0.609 4.911 -0.2 0.0 0.1 0.160
```
Forces are in eV/Å.

***

The following is a DFT calculation (ωB97M-V with the def2-TZVPD basis set) of a 8-piece molecular cluster, C30H56NO31S7 overall at a distorted geometry.

The value obtained for the frontier orbital gap is 8.15 eV. Its LUMO energy is -3.92 eV. As for the charge: +1.

Geometry as XYZ:
```
125
Properties=species:S:1:pos:R:3:forces:R:3:mulliken_charge:R:1
C -2.595 3.577 4.454 0.3 -0.6 0.5 -0.672
O -2.835 3.109 3.093 1.3 1.7 0.4 -0.339
C -2.322 4.069 2.136 -0.4 0.4 -1.2 -0.728
C -0.963 3.582 1.395 -0.7 -0.5 -0.3 0.141
C -0.006 2.691 2.339 0.2 0.3 0.0 0.158
C 1.512 2.605 1.834 3.7 -0.1 -1.3 0.468
C 1.899 2.248 0.345 2.0 0.6 0.3 -0.290
C 0.795 1.896 -0.789 0.3 0.2 0.9 -0.124
C -0.015 0.608 -0.267 0.3 -0.8 0.1 -0.980
C 0.371 -0.760 -1.060 -0.2 -0.5 1.2 2.758
C -0.402 -1.939 -0.237 0.2 1.5 0.3 -1.114
C 1.959 -1.107 -0.905 -1.2 0.0 0.1 -0.826
C 3.385 2.211 -0.153 -2.7 0.7 3.7 -0.481
N 4.432 2.479 0.805 -3.1 0.1 0.6 0.063
C 4.188 2.778 2.214 -2.7 0.2 -0.4 0.139
C 5.496 2.995 3.109 -0.7 -0.4 -1.4 -0.547
O 6.211 1.710 3.110 1.2 2.7 -0.5 -0.254
O 5.279 0.715 3.143 -1.8 -1.9 0.2 -0.189
C 2.746 2.872 2.788 0.2 -0.7 -2.8 0.291
C 2.423 3.195 4.331 0.0 -0.9 -0.5 -1.621
H -2.340 2.646 5.092 -0.6 1.6 -0.9 0.227
H -1.686 4.286 4.512 -1.5 -1.0 -0.1 0.297
H -3.541 4.094 4.830 1.4 -0.6 -0.3 0.274
H -3.128 4.161 1.310 1.3 -0.1 1.3 0.313
H -2.216 5.131 2.580 0.0 -1.8 -0.5 0.310
H -0.452 4.505 0.946 -0.6 -1.4 0.7 0.400
H -1.316 2.898 0.534 0.7 1.2 1.3 -0.195
H -0.090 3.086 3.422 0.6 -0.7 -1.8 0.158
H -0.445 1.634 2.350 0.7 1.4 0.0 0.310
H 1.293 1.653 -1.793 -0.5 0.3 1.6 0.408
H 0.120 2.815 -0.985 1.1 -1.6 0.5 0.148
H -1.156 0.776 -0.246 1.8 -0.2 -0.3 0.385
H 0.284 0.396 0.834 -0.4 0.4 -1.7 0.197
H 0.046 -0.702 -2.153 0.6 -0.2 2.1 -1.494
H -1.512 -1.661 -0.085 1.8 -0.7 -0.5 0.037
H -0.252 -2.972 -0.693 -0.4 1.5 0.6 0.411
H 0.056 -1.900 0.828 -0.7 -0.4 -1.6 0.170
H 2.280 -0.638 0.092 0.0 -0.7 -1.5 -0.001
H 2.577 -0.755 -1.802 -0.8 -0.4 1.4 0.209
H 2.040 -2.254 -0.800 0.1 1.9 -0.3 0.278
H 3.593 1.977 -1.260 0.0 0.4 2.2 0.408
H 5.403 2.452 0.442 -0.8 0.0 0.7 0.344
H 6.168 3.754 2.566 -0.8 -1.2 1.1 0.334
H 5.261 3.330 4.173 0.2 -0.4 -1.6 0.203
H 5.431 0.102 2.381 0.4 0.5 0.4 0.467
H 1.827 2.309 4.779 1.0 1.3 -0.9 0.342
H 1.744 4.107 4.417 1.2 -1.1 -0.2 0.398
H 3.358 3.299 4.980 -1.4 0.1 -1.1 0.238
C -5.566 -2.616 1.868 0.0 0.7 0.2 -0.331
C -5.795 -2.041 0.478 -0.7 -0.2 0.1 -0.374
O -4.623 -2.387 -0.262 0.7 -0.6 0.5 -0.255
S -4.053 -3.806 0.280 -0.3 0.4 0.2 1.049
O -4.530 -4.843 -0.590 0.6 0.5 0.6 -0.607
O -2.670 -3.642 0.610 -1.0 -0.5 -0.5 -0.474
O -4.911 -3.867 1.655 0.2 -0.1 -1.0 -0.271
H -4.900 -1.977 2.454 -0.1 0.0 0.0 0.268
H -6.499 -2.762 2.412 0.2 -0.2 -0.1 0.325
H -5.937 -0.961 0.492 0.3 -0.1 -0.1 0.330
H -6.653 -2.514 -0.008 0.0 0.1 0.1 0.280
C 4.024 -4.700 1.687 -0.2 -0.6 0.5 -0.438
C 3.458 -3.811 2.783 -0.6 0.0 -0.4 -0.130
O 4.584 -3.102 3.302 0.9 0.0 -0.6 -0.189
S 5.653 -2.859 2.108 -0.2 -1.3 0.5 0.975
O 5.454 -1.533 1.589 0.3 -0.5 0.0 -0.636
O 6.930 -3.338 2.537 -0.9 0.9 -0.4 -0.567
O 5.032 -3.913 1.046 0.2 1.1 0.4 -0.320
H 4.502 -5.589 2.106 -0.1 0.1 0.0 0.324
H 3.262 -5.003 0.967 0.2 0.2 -0.1 0.334
H 2.966 -4.382 3.570 0.3 0.1 0.1 0.346
H 2.757 -3.077 2.373 0.0 -0.1 0.0 0.122
C -5.539 -8.804 0.197 -0.3 0.5 -0.1 -0.355
C -4.464 -7.919 0.808 0.4 -0.1 -0.5 0.200
O -4.583 -8.110 2.218 -0.7 -0.6 0.2 -0.276
S -5.075 -9.631 2.506 0.1 0.0 0.0 1.090
O -3.922 -10.426 2.810 -1.0 0.4 -0.1 -0.540
O -6.229 -9.580 3.351 1.0 -0.1 -0.4 -0.526
O -5.552 -9.988 0.996 0.5 0.1 0.6 -0.313
H -6.524 -8.335 0.266 0.1 0.0 0.0 0.315
H -5.327 -9.050 -0.845 0.0 -0.2 0.2 0.316
H -4.595 -6.868 0.549 -0.1 -0.2 0.3 -0.162
H -3.465 -8.245 0.506 -0.1 0.0 -0.1 0.281
C -0.859 4.076 -3.993 0.6 0.3 -0.3 -0.383
C -1.484 3.586 -5.289 -0.4 0.6 0.1 -0.278
O -1.632 2.175 -5.118 0.0 -0.1 1.0 -0.353
S -1.914 1.855 -3.552 0.0 0.1 0.0 1.122
O -3.329 1.708 -3.373 1.1 -0.1 0.1 -0.710
O -0.969 0.871 -3.103 -2.6 2.2 1.8 -0.328
O -1.474 3.302 -2.960 -0.5 -0.8 -0.3 -0.390
H 0.217 3.876 -3.974 0.0 0.0 -0.1 0.196
H -1.032 5.137 -3.828 -0.1 -0.3 0.2 0.575
H -0.866 3.806 -6.159 0.0 -0.3 0.1 0.237
H -2.480 4.015 -5.434 0.1 0.1 0.0 0.252
C -1.948 -2.391 -5.926 -0.2 0.1 -0.6 -0.379
C -0.671 -2.804 -6.642 -0.2 -0.6 0.2 -0.446
O 0.283 -1.795 -6.309 -0.4 0.5 0.5 -0.332
S -0.032 -1.241 -4.815 0.0 0.1 -0.7 0.988
O 0.830 -1.921 -3.892 -0.5 0.7 -0.5 -0.571
O -0.139 0.187 -4.877 2.0 -2.9 -2.2 -0.443
O -1.522 -1.865 -4.667 0.9 0.1 0.1 -0.151
H -2.466 -1.596 -6.470 0.0 -0.1 0.0 0.273
H -2.627 -3.231 -5.777 0.1 0.1 0.2 0.313
H -0.802 -2.869 -7.722 0.2 0.2 0.1 0.328
H -0.297 -3.761 -6.264 -0.1 0.0 -0.1 0.299
C -2.219 6.577 -8.837 0.1 0.4 -0.6 -0.326
C -0.710 6.693 -8.686 0.0 -0.6 -0.2 -0.288
O -0.516 7.559 -7.567 -0.8 0.1 0.5 -0.322
S -1.731 7.343 -6.513 -0.1 0.5 -0.6 0.964
O -1.286 6.438 -5.492 -0.5 0.8 -0.6 -0.412
O -2.308 8.618 -6.220 0.6 -1.1 0.1 -0.550
O -2.730 6.535 -7.503 0.8 0.0 0.7 -0.298
H -2.635 7.457 -9.334 0.0 -0.1 0.0 0.300
H -2.511 5.680 -9.385 -0.1 0.0 0.3 0.316
H -0.233 7.102 -9.577 0.0 0.2 0.2 0.331
H -0.262 5.724 -8.446 0.0 0.0 -0.1 0.239
C 5.140 0.476 7.347 0.5 0.0 -0.3 -0.392
C 4.539 -0.032 6.045 -0.1 0.5 0.1 0.023
O 4.391 -1.440 6.229 0.2 -0.2 0.8 -0.221
S 4.082 -1.739 7.795 0.0 -0.1 0.1 1.069
O 2.665 -1.886 7.952 1.1 0.0 0.1 -0.551
O 5.020 -2.713 8.262 -0.9 0.6 -0.4 -0.526
O 4.508 -0.285 8.377 -0.5 -0.5 -0.4 -0.334
H 6.215 0.280 7.388 0.0 0.0 -0.1 0.350
H 4.960 1.542 7.496 -0.1 -0.2 0.2 0.321
H 5.172 0.179 5.183 -0.1 -0.3 0.2 0.176
H 3.544 0.393 5.877 0.0 0.1 0.0 0.095
```
Forces are in eV/Å.

***

The following is a DFT calculation (ωB97M-V with the def2-TZVPD basis set) of C29H45BrF13N7O14PS3 as an isolated structure at a distorted geometry.

The value obtained for the frontier orbital gap is 6.77 eV. Its LUMO energy is -4.38 eV. As for the charge: +1.

Geometry as XYZ:
```
113
Properties=species:S:1:pos:R:3:forces:R:3:mulliken_charge:R:1
C 2.002 0.097 4.233 0.3 0.4 -0.8 -0.925
C 1.204 -0.565 2.921 -2.5 -5.6 2.6 0.553
O 0.560 -1.729 3.092 3.7 7.5 -1.9 -0.558
O 1.217 0.092 1.587 -3.2 0.3 2.0 0.105
C -0.005 0.955 1.442 3.9 7.0 1.6 -0.545
O 0.286 2.270 1.656 -2.9 -9.2 -1.8 -0.467
C -1.459 0.302 1.213 0.8 -0.6 4.1 0.378
N -2.102 0.222 -0.127 0.0 0.2 -0.5 1.395
C -1.656 -1.090 -0.767 0.4 -3.8 -2.6 -0.900
C -0.059 -1.339 -0.949 1.6 -0.2 0.4 -0.718
C 0.368 -2.157 -2.323 -2.0 -1.1 -0.2 0.607
F -0.160 -3.550 -2.149 1.4 4.4 -0.5 -0.313
F -0.238 -1.625 -3.564 1.8 -1.4 3.7 -0.323
C 1.981 -2.268 -2.574 0.0 -3.5 -0.9 0.759
F 2.153 -3.245 -3.714 -0.5 3.3 3.7 -0.383
F 2.596 -2.950 -1.392 -1.8 2.7 -3.6 -0.307
C 2.726 -0.886 -3.027 1.1 1.5 -2.4 0.332
F 3.185 -1.069 -4.455 -1.6 0.7 4.8 -0.277
F 1.881 0.329 -3.027 2.1 -4.0 0.3 -0.216
C 4.091 -0.518 -2.177 0.4 3.2 0.6 0.527
F 4.462 0.881 -2.614 -1.3 -4.5 1.5 -0.297
F 3.856 -0.394 -0.697 0.6 -0.8 -4.8 -0.240
C 5.392 -1.451 -2.561 1.3 -0.2 -2.8 0.619
F 5.059 -2.825 -3.005 0.8 4.6 1.8 -0.217
F 6.029 -0.776 -3.754 -2.2 -2.3 3.9 -0.267
C 6.558 -1.507 -1.407 3.2 -1.2 0.2 0.559
F 6.313 -2.679 -0.538 0.7 4.5 -2.6 -0.208
F 6.792 -0.231 -0.688 -1.3 -4.8 -2.3 -0.197
F 7.845 -1.802 -2.141 -4.5 1.0 2.7 -0.242
C -1.784 1.295 -1.134 1.9 3.2 -3.4 -0.797
N -1.685 2.735 -0.584 4.4 2.9 -4.6 0.215
C -0.839 3.459 -1.412 5.1 -2.3 0.6 0.587
O 0.311 3.861 -2.018 -9.8 -2.7 4.7 -0.489
C -2.810 1.427 -2.409 -0.3 1.7 -1.6 -0.066
N -2.057 1.311 -3.755 -0.4 1.8 1.2 -0.688
N -3.950 0.494 -2.488 0.9 -0.2 1.6 -0.316
Br -4.017 -0.600 -3.987 0.0 0.1 -0.8 0.046
C -4.506 -0.066 -1.242 0.8 -0.2 -1.1 0.267
S -4.901 -1.869 -1.539 -0.5 -1.0 1.2 -0.184
O -5.846 0.587 -1.043 -1.9 -3.6 -2.2 -0.243
C -6.853 -0.133 -1.889 -3.5 0.0 -7.0 0.426
N -7.612 -0.464 -2.913 6.7 2.9 9.6 -0.482
C -3.632 0.242 0.159 -4.6 2.1 -0.5 -0.392
O -4.141 1.560 0.504 1.7 -1.7 -0.1 -0.023
C -4.750 1.771 1.776 -1.2 2.5 2.8 -0.185
C -4.960 3.435 1.903 0.2 0.7 0.7 -0.759
N -3.978 4.173 1.022 -0.6 0.4 1.1 -0.164
C -2.781 4.700 1.779 0.7 0.7 -1.0 -0.548
C -3.049 6.098 2.607 1.0 -0.1 0.2 0.586
C -2.407 7.441 1.855 -0.3 0.2 0.9 -1.090
O -2.306 6.000 3.906 -1.2 -1.7 -0.8 -0.556
P -4.231 -1.199 1.296 -1.4 -3.3 1.0 0.130
N -3.720 -1.044 2.994 -0.1 -0.6 -0.2 -0.528
O -6.006 -1.161 1.443 2.9 1.1 1.5 -0.485
H 3.160 -0.182 4.176 -2.6 0.6 -0.2 0.273
H 1.921 1.279 4.198 0.2 -2.6 0.0 0.256
H 1.588 -0.338 5.255 0.6 0.8 -2.6 0.359
H -1.388 -0.823 1.615 0.1 2.5 -1.0 0.374
H -2.162 0.832 2.022 1.5 -0.8 -2.2 0.153
H -2.100 -1.249 -1.865 0.7 1.0 2.4 0.202
H -2.020 -2.060 -0.178 0.4 2.7 -0.8 0.599
H 0.618 -0.380 -0.920 -1.4 -1.7 -0.1 0.166
H 0.319 -2.027 -0.050 -0.7 1.5 -2.1 0.462
H -0.709 1.189 -1.648 -2.3 -1.1 1.5 0.707
H -3.259 2.533 -2.444 0.9 -2.4 1.1 0.406
H -1.125 1.774 -3.700 -0.8 -0.3 0.2 0.250
H -2.618 1.949 -4.398 1.0 -1.2 0.9 0.352
H -3.755 -2.663 -1.687 -0.6 1.4 0.3 0.242
H -5.866 1.371 1.917 2.7 0.3 -0.7 0.114
H -4.090 1.533 2.743 -1.2 -0.1 -2.4 0.272
H -4.725 3.765 3.027 -0.7 -1.0 -2.2 0.301
H -6.079 3.744 1.717 2.3 -0.7 0.0 0.409
H -4.441 4.905 0.430 0.7 -1.0 1.1 0.306
H -2.322 3.837 2.452 -1.1 1.8 -1.2 0.005
H -1.937 4.954 0.977 -1.7 -0.6 1.7 -0.015
H -4.197 6.260 2.803 2.1 -0.4 -0.4 0.233
H -1.311 7.659 2.259 -2.3 -0.8 -1.0 0.294
H -3.051 8.375 2.191 1.3 -1.9 -0.9 0.307
H -2.407 7.344 0.685 -0.1 0.2 2.3 0.274
H -2.381 5.050 4.264 0.0 2.2 -0.9 0.323
H -4.511 -1.397 3.583 1.0 0.5 -0.5 0.293
H -2.918 -1.728 3.141 -1.5 1.0 -0.3 0.280
H -6.258 -0.879 2.385 0.5 -0.3 -1.9 0.306
O -1.092 -8.358 -5.850 0.0 0.1 1.3 -0.630
S -0.871 -8.700 -4.460 0.3 -0.2 0.0 1.181
O -1.791 -8.305 -3.416 0.6 0.0 -1.0 -0.599
O 0.633 -8.243 -4.034 -0.9 -1.0 -0.3 -0.267
C 1.026 -6.897 -4.258 0.2 1.1 0.0 -0.591
C 0.456 -5.971 -3.200 -0.2 0.1 -0.1 -0.250
C -0.611 -10.453 -4.345 0.2 0.0 0.1 -0.925
H 0.743 -6.570 -5.264 -0.1 -0.2 0.1 0.348
H 2.119 -6.869 -4.205 -0.2 -0.3 0.0 0.299
H -0.632 -5.896 -3.288 0.1 0.0 0.0 0.374
H 0.873 -4.965 -3.300 0.0 -0.6 -0.1 -0.228
H 0.674 -6.348 -2.195 0.1 0.0 -0.1 0.284
H 0.129 -10.751 -5.091 -0.1 0.1 0.1 0.320
H -1.563 -10.950 -4.541 0.0 0.2 0.0 0.369
H -0.266 -10.693 -3.337 -0.1 0.1 -0.2 0.314
O 4.402 4.758 3.806 0.3 -1.3 0.2 -0.657
S 4.959 3.440 3.587 0.8 0.5 -0.2 1.175
O 4.439 2.265 4.253 0.0 0.9 -0.2 -0.546
O 6.571 3.501 3.815 -1.3 -0.2 -1.0 -0.271
C 7.067 4.027 5.037 0.5 0.3 1.2 -0.343
C 6.957 3.014 6.162 -0.3 -0.2 0.1 -0.964
C 4.994 3.125 1.840 0.2 0.0 0.0 -0.855
H 6.559 4.962 5.295 -0.1 -0.1 -0.2 0.322
H 8.124 4.268 4.876 -0.3 -0.1 -0.3 0.273
H 5.911 2.824 6.417 0.1 0.1 0.0 0.276
H 7.465 3.377 7.060 0.0 0.0 -0.2 0.388
H 7.397 2.056 5.866 0.0 0.2 0.0 0.255
H 5.442 3.983 1.335 -0.1 -0.1 0.2 0.409
H 3.966 2.984 1.501 0.0 0.1 0.2 0.256
H 5.574 2.218 1.656 -0.1 0.1 0.1 0.287
```
Forces are in eV/Å.

***

Number 1: molar mass 795.6 g/mol, E_tot -86244.1364 eV. Number 2: molar mass 1151.2 g/mol, E_tot -172804.8598 eV. Number 3: molar mass 1169.8 g/mol, E_tot -217029.0187 eV.